[1]
14
Properties=species:S:1:pos:R:3:forces:R:3 method="wB97M-V/def2-TZVPD" smiles="CCOO.C=O" energy_ha=-344.66473 gap_ev=10.74 charge=0
C 0.534 0.737 0.599 1.58 -2.27 -0.44
C 0.398 1.820 -0.434 0.06 -0.33 -0.53
H 1.289 1.849 -1.072 -0.13 0.05 0.21
H -0.317 0.648 1.280 0.02 -0.40 -0.38
H 1.433 0.856 1.210 -0.14 0.03 -0.12
H -1.573 -0.648 0.426 0.32 -0.75 -0.71
H 0.285 2.794 0.058 -0.03 -0.25 -0.07
H -0.457 1.645 -1.098 0.05 0.12 0.22
C -1.429 -1.395 -0.416 -0.91 -1.40 1.25
O 0.855 -0.647 -0.194 -0.68 2.53 1.34
O 1.307 -1.671 0.718 -0.51 0.64 -0.38
O -1.193 -2.581 -0.195 -0.18 1.87 -0.46
H 0.649 -2.371 0.514 0.06 0.27 0.19
H -1.782 -1.036 -1.398 0.50 -0.09 -0.12

[2]
14
Properties=species:S:1:pos:R:3:forces:R:3 method="wB97M-V/def2-TZVPD" smiles="O=CCCO.O" energy_ha=-344.80370 gap_ev=10.46 charge=0
O 1.500 0.495 -1.371 0.06 0.15 -0.14
C 0.425 -0.019 -1.232 -0.14 -0.40 0.38
C 0.208 -1.381 -0.610 -0.21 0.45 0.29
C -1.016 -1.410 0.310 0.14 0.07 0.04
O -0.919 -0.468 1.362 0.08 -0.13 -0.20
H -0.510 0.502 -1.516 0.00 0.15 -0.21
H 0.097 -2.107 -1.416 0.01 -0.12 -0.05
H 1.079 -1.619 -0.005 0.23 -0.12 -0.15
H -1.962 -1.289 -0.226 0.05 0.06 -0.23
H -1.036 -2.392 0.775 -0.15 -0.10 0.11
H -0.723 0.412 1.004 -0.03 -0.04 0.26
H -0.425 3.043 1.006 -0.12 -0.01 -0.01
H 0.937 2.384 1.141 0.02 -0.18 -0.05
O -0.006 2.190 1.150 0.07 0.24 -0.04

[3]
14
Properties=species:S:1:pos:R:3:forces:R:3 method="wB97M-V/def2-TZVPD" multiplicity=3 energy_ha=-344.60345 s2=2.01 gap_ev="5.06 / 8.73" charge=0
C 2.554 0.840 -0.501 -1.38 -1.47 -2.45
C -2.406 -0.499 -0.006 1.03 3.33 -1.08
C 1.193 0.280 -0.166 6.55 1.58 1.30
O -1.713 -0.579 1.269 0.73 -4.38 -0.62
O 0.849 0.224 1.076 -2.94 -1.07 4.04
O 0.358 0.003 -1.049 -3.99 -1.01 -4.22
H 2.884 1.652 0.181 -0.04 -0.67 -0.50
H 3.248 -0.033 -0.731 0.00 1.20 0.96
H 2.327 1.158 -1.556 0.88 0.72 0.69
H -3.391 -0.884 0.099 -0.97 -0.08 0.13
H -1.935 -0.989 -0.896 0.10 0.22 1.11
H -0.056 -0.242 1.161 1.16 1.08 0.13
H -1.503 -1.622 1.394 -0.88 3.60 -0.18
H -2.409 0.692 -0.275 -0.25 -3.05 0.70

[4]
15
Properties=species:S:1:pos:R:3:forces:R:3 method="wB97M-V/def2-TZVPD" multiplicity=3 energy_ha=-472.39376 s2=2.00 gap_ev="6.42 / 7.51" charge=0
O 0.406 -1.568 -0.481 5.85 -5.18 0.56
C 1.576 -0.932 -0.078 1.60 -0.20 -0.01
C 1.383 0.365 0.715 0.05 -0.06 0.92
O 0.846 1.439 -0.021 -0.29 0.39 -0.38
C -0.610 1.485 -0.088 1.25 3.26 1.17
H 2.223 -0.684 -0.948 -0.33 -0.09 0.19
H 2.186 -1.596 0.572 -0.28 0.13 -0.14
H 2.371 0.691 1.081 -0.25 -0.13 -0.20
H 0.750 0.159 1.603 0.23 0.08 -0.22
H -0.829 2.266 -0.837 0.05 -0.45 0.06
H -3.224 -0.353 -0.513 -0.02 -0.41 0.02
H -0.978 1.887 0.880 0.03 -0.39 -0.22
Pd -0.870 -0.394 -0.519 6.92 7.94 -0.63
O -2.455 -0.931 -0.654 -14.36 -4.54 -1.05
H -2.776 -1.837 -0.711 -0.45 -0.35 -0.07

[5]
15
Properties=species:S:1:pos:R:3:forces:R:3 method="wB97M-V/def2-TZVPD" multiplicity=6 energy_ha=-1002.55839 s2=8.77 gap_ev="8.68 / 9.32" charge=+1
O 1.726 -0.214 1.322 -1.21 -0.10 0.59
C 1.879 -0.311 -0.059 0.40 -0.82 -1.46
C 0.852 0.563 -0.774 0.65 0.31 -0.25
O -0.432 0.244 -0.219 0.00 -0.56 1.06
C -1.522 0.946 -0.792 -0.56 0.45 -0.37
Sm -0.197 -0.384 2.110 -0.45 -2.08 -0.04
H 2.880 0.031 -0.385 -0.33 -0.18 0.22
H 0.835 0.375 -1.858 0.03 0.07 0.31
H 1.042 1.632 -0.579 0.02 -0.28 -0.15
H -1.516 0.823 -1.884 -0.06 0.02 0.33
H -2.443 0.522 -0.377 0.16 0.08 -0.18
H -1.461 2.016 -0.540 -0.01 -0.22 -0.15
O -1.279 -2.305 2.406 1.48 2.54 -0.35
H 1.769 -1.385 -0.424 0.11 1.12 0.47
H -2.133 -2.553 2.052 -0.19 -0.34 -0.03

[6]
15
Properties=species:S:1:pos:R:3:forces:R:3 method="wB97M-V/def2-TZVPD" energy_ha=-516.77133 gap_ev="7.86 / 6.37" charge=+1
O 1.411 0.603 1.800 4.47 -2.86 -0.70
C 1.295 -0.572 0.971 4.76 1.84 -0.43
C 1.031 -0.114 -0.445 -0.44 -0.33 -1.39
O -0.327 0.422 -0.420 0.76 -0.94 -3.19
C -0.743 1.129 -1.568 -0.31 0.73 -1.13
Tl -0.480 0.510 1.595 -8.25 5.47 5.26
H 2.202 -1.199 1.000 -0.74 -0.29 0.58
H 1.054 -0.946 -1.168 0.06 0.28 0.25
H 1.683 0.714 -0.786 0.06 -0.54 0.36
H -0.637 0.496 -2.461 -0.07 0.14 0.32
H -1.795 1.401 -1.430 0.29 -0.09 -0.03
H -0.139 2.040 -1.698 -0.17 -0.26 0.07
O -1.666 -1.311 1.898 4.07 -1.87 -1.03
H -0.599 -1.530 1.464 -4.18 -1.05 1.52
H -2.290 -1.642 1.249 -0.31 -0.23 -0.47

[7]
15
Properties=species:S:1:pos:R:3:forces:R:3 method="wB97M-V/def2-TZVPD" smiles="O=C(O)CCO.O" energy_ha=-420.07379 gap_ev=10.93 charge=0
O -0.150 -1.537 0.800 0.29 -0.14 0.60
C -0.336 -0.831 -0.142 -0.13 -0.05 -0.74
O 0.358 -0.961 -1.306 0.29 0.46 -0.21
C -1.393 0.215 -0.315 -0.25 0.41 0.61
C -0.918 1.531 -0.939 -0.13 -0.60 -1.05
O -1.035 1.514 -2.367 0.39 -0.03 0.18
H 1.143 -1.510 -1.187 -0.16 -0.27 0.23
H -2.148 -0.256 -0.943 -0.21 0.21 -0.15
H -1.852 0.445 0.649 0.11 -0.35 0.03
H -1.567 2.346 -0.634 0.11 0.04 0.27
H 0.121 1.713 -0.659 -0.06 0.29 0.19
H -0.301 0.990 -2.715 -0.22 0.02 0.07
H 3.145 -0.839 2.715 -0.16 -0.15 -0.13
H 2.124 -1.740 3.463 -0.03 0.02 -0.27
O 2.810 -1.079 3.581 0.16 0.14 0.39

[8]
17
Properties=species:S:1:pos:R:3:forces:R:3 method="wB97M-V/def2-TZVPD" energy_ha=-570.26210 gap_ev=9.31 charge=0
C -1.178 0.465 -1.248 0.34 -0.15 0.23
C -1.696 1.215 -0.163 -0.09 0.05 -0.09
O -0.053 -0.926 1.558 0.17 0.39 -0.18
O -0.285 0.447 1.960 0.16 -0.39 -0.24
H 1.380 0.655 1.550 -0.03 -0.08 -0.03
H -0.572 0.930 -2.014 0.01 -0.01 0.01
H -1.674 -0.445 -1.558 0.01 0.02 0.01
H -1.060 0.905 0.841 0.14 -0.14 0.04
H -2.705 0.935 0.138 0.05 -0.02 -0.04
H -1.549 2.291 -0.238 0.01 -0.05 -0.02
C 1.056 -0.947 0.795 -0.23 0.24 0.05
O 0.394 -0.573 -0.736 0.24 0.15 -0.11
O 1.458 -0.331 -1.676 -0.45 -0.01 0.51
O 1.601 -2.157 0.627 -0.10 0.16 -0.10
O 1.946 0.004 1.037 -0.17 -0.13 -0.10
H 2.016 0.299 -1.184 -0.06 -0.07 0.00
H 0.919 -2.765 0.312 0.02 0.04 0.04

[9]
13
Properties=species:S:1:pos:R:3:forces:R:3 method="wB97M-V/def2-TZVPD" multiplicity=2 energy_ha=-592.45032 s2=0.75 gap_ev="2.63 / 6.72" charge=-1
C -2.376 0.668 0.108 0.66 0.16 -0.82
S -2.278 -1.132 -0.247 -0.16 0.51 0.60
H -1.461 1.131 -0.290 -0.32 -0.12 0.07
H -3.238 1.082 -0.408 -0.08 0.10 0.09
H -2.404 0.923 1.162 -0.15 -0.32 0.12
H -2.383 -1.453 1.047 0.05 -0.33 -0.07
O 2.074 -1.873 -1.050 -0.21 -0.08 -0.20
C 2.131 -0.609 -0.951 0.32 0.06 0.51
C 2.024 0.105 0.374 -0.06 0.95 -0.87
H 1.948 0.076 -1.799 -0.09 -0.21 -0.20
H 2.301 -0.513 1.218 -0.08 -0.09 0.18
H 1.018 0.595 0.513 -0.24 -0.56 0.32
H 2.644 1.001 0.322 0.35 -0.07 0.28

[10]
13
Properties=species:S:1:pos:R:3:forces:R:3 method="wB97M-V/def2-TZVPD" energy_ha=-592.19744 gap_ev=7.50 charge=0
C 0.828 -0.047 1.018 -0.78 -0.29 4.42
C 0.089 -0.357 -0.265 5.96 1.78 -0.03
C -1.317 -0.275 -0.108 -4.49 -2.57 -0.50
H 0.665 -1.079 1.663 -0.35 2.74 -0.79
H 1.937 -0.052 1.140 -0.84 0.51 -1.15
H 0.357 0.986 1.606 1.40 -3.14 -1.54
H 0.548 -1.272 -0.501 -0.43 -1.53 -0.80
H 2.776 1.591 -0.587 -2.72 -1.37 -1.55
H -1.785 -1.668 -0.109 1.29 4.38 1.00
H -1.511 0.486 1.063 -0.35 -2.24 -4.10
H -1.705 1.092 -1.722 -0.79 -5.27 0.97
O -1.900 -0.061 -1.494 1.02 5.96 1.72
S 1.019 0.657 -1.702 1.08 1.04 2.34

[11]
13
Properties=species:S:1:pos:R:3:forces:R:3 method="wB97M-V/def2-TZVPD" smiles="C=O.CCS" energy_ha=-592.47839 gap_ev=9.91 charge=0
O 3.026 0.297 -0.833 0.00 0.38 0.10
C 2.153 -0.429 -1.204 0.20 -1.13 0.07
H 1.808 -1.299 -0.595 -0.02 0.38 0.02
H 1.716 -0.388 -2.209 -0.16 0.35 -0.22
C -1.155 0.649 -0.441 0.22 0.91 1.14
C -0.857 -0.303 0.681 0.40 -1.97 0.94
S -1.602 -0.074 2.351 0.32 0.62 -0.28
H -2.237 0.799 -0.511 0.23 -0.05 -0.35
H -0.697 1.597 -0.125 -0.24 0.07 -0.57
H -0.699 0.305 -1.369 -0.23 0.07 -0.04
H 0.189 -0.409 0.985 0.08 0.37 -0.70
H -1.118 -1.334 0.405 -0.21 0.23 0.03
H -0.527 0.589 2.864 -0.60 -0.22 -0.15

[12]
13
Properties=species:S:1:pos:R:3:forces:R:3 method="wB97M-V/def2-TZVPD" smiles="C=O.CSC" energy_ha=-592.44817 gap_ev=9.53 charge=0
O -2.151 -0.291 -1.007 2.47 -3.60 -0.34
C -1.442 -1.327 -1.211 -3.03 3.53 -0.51
H -0.961 -1.389 -2.231 0.04 -0.38 1.18
H -1.509 -2.199 -0.515 0.42 0.51 -0.44
C -0.235 0.127 1.323 -0.14 -1.04 3.01
S 1.003 -0.616 0.236 -0.95 0.86 0.57
C 1.559 1.018 -0.309 3.71 -0.87 1.61
H -0.749 0.909 0.819 -0.19 0.76 -0.51
H -1.040 -0.629 1.489 0.73 0.48 0.37
H 0.193 0.539 2.390 -0.91 -1.16 -2.72
H 1.370 1.203 -1.354 0.06 0.25 -0.12
H 2.703 0.843 -0.025 -1.99 1.13 -1.44
H 1.258 1.812 0.396 -0.22 -0.45 -0.66

[13]
13
Properties=species:S:1:pos:R:3:forces:R:3 method="wB97M-V/def2-TZVPD" smiles=COCSC energy_ha=-592.34607 gap_ev=9.86 charge=0
C -2.577 0.207 0.033 -3.20 -3.36 -0.51
C -0.432 -0.376 0.463 -0.69 -0.74 -1.72
C 1.827 0.998 0.037 4.35 3.23 2.49
H -2.691 1.011 0.818 -0.47 -1.48 -0.20
H -3.691 0.160 -0.686 4.01 0.82 1.33
H -2.563 -1.078 0.283 -1.13 3.52 0.65
H -1.026 -1.246 0.253 1.47 -2.33 1.33
H -0.817 0.027 1.411 1.73 -0.18 0.58
H 1.822 1.511 1.158 -0.90 -1.35 -2.90
H 3.043 1.187 -0.122 -3.24 -0.77 -0.39
H 1.199 1.356 -0.756 0.22 1.95 0.12
O -1.302 0.299 -0.465 0.79 2.64 -2.57
S 1.389 -0.643 -0.115 -2.93 -1.96 1.79

[14]
13
Properties=species:S:1:pos:R:3:forces:R:3 method="wB97M-V/def2-TZVPD" smiles=COCCS energy_ha=-592.47457 gap_ev=9.74 charge=0
C -2.485 -0.427 0.124 0.70 -1.51 0.01
C -0.538 0.952 -0.287 0.48 -0.21 0.50
C 0.909 0.983 0.315 -0.84 0.33 -1.07
H -2.852 0.577 0.176 -0.70 0.33 0.24
H -3.070 -1.056 -0.596 0.95 0.90 -0.37
H -2.656 -1.035 1.021 0.09 0.71 0.40
H -0.509 0.962 -1.326 0.66 0.87 -2.19
H -1.236 1.785 -0.008 0.71 -0.73 0.51
H 0.830 1.145 1.374 0.22 0.08 0.51
H 1.555 1.750 -0.159 -0.69 -0.18 0.40
H 0.743 -1.335 0.293 0.05 -0.23 0.03
O -1.050 -0.352 -0.079 -1.99 -0.42 0.97
S 1.768 -0.564 -0.066 0.37 0.05 0.07

[15]
13
Properties=species:S:1:pos:R:3:forces:R:3 method="wB97M-V/def2-TZVPD" smiles=C[C@H](O)CS energy_ha=-592.42320 gap_ev=9.77 charge=0
C -1.380 -0.681 -0.599 0.32 -0.66 -0.01
C -0.415 0.233 0.251 0.01 0.37 -0.08
C 1.018 -0.332 0.585 -2.23 -1.03 5.38
H -1.891 -1.355 0.368 1.48 1.29 -3.53
H -0.619 -1.294 -1.400 -2.85 1.32 2.06
H -2.283 -0.056 -1.105 2.36 -1.62 1.04
H -1.001 0.247 1.150 0.46 0.49 0.90
H 0.146 1.519 -1.053 -1.01 1.08 2.67
H 1.107 0.116 1.745 0.42 -0.92 -2.99
H 0.992 -1.445 0.855 -0.15 1.31 -0.81
H 2.112 1.418 -0.343 0.98 -2.29 -0.21
O -0.213 1.651 -0.078 0.46 -2.35 -3.63
S 2.427 -0.021 -0.376 -0.24 3.00 -0.79

[16]
13
Properties=species:S:1:pos:R:3:forces:R:3 method="wB97M-V/def2-TZVPD" smiles="OCC=S.C" energy_ha=-592.46084 gap_ev=8.64 charge=0
C -1.485 -0.718 -0.373 -3.71 3.65 -0.61
C 2.219 0.809 0.054 1.53 -0.30 -0.09
C 1.255 1.665 -0.809 0.56 -0.43 1.16
O 2.012 0.883 1.487 -0.68 -3.69 -2.79
S 0.070 2.527 -0.157 0.04 0.14 -0.09
H -1.287 0.018 -1.205 -0.14 -0.82 0.85
H -0.755 -1.408 -0.341 2.36 -2.61 0.10
H -2.525 -1.132 -0.565 1.41 0.21 0.33
H 3.324 1.050 -0.174 -1.54 0.28 0.12
H 2.241 -0.288 -0.292 -0.74 1.44 0.80
H 1.390 1.706 -1.892 0.29 -0.36 0.17
H -1.507 -0.128 0.574 0.02 -0.52 -0.68
H 2.191 1.710 1.824 0.59 3.01 0.72

[17]
14
Properties=species:S:1:pos:R:3:forces:R:3 method="wB97M-V/def2-TZVPD" energy_ha=-990.61936 gap_ev=9.09 charge=0
C 1.690 0.334 0.140 2.36 0.10 -1.44
C -0.728 0.074 0.665 0.69 -1.48 0.81
C 0.297 0.215 -0.395 -1.20 4.73 -0.88
O -0.048 2.178 -0.286 -0.03 -2.58 0.23
S -2.168 -0.149 -2.400 1.54 0.17 -0.02
S -0.068 -0.379 -2.073 -0.09 0.12 1.03
H 1.792 1.352 0.640 -0.24 -1.65 -0.49
H 1.745 -0.504 0.812 0.51 -0.18 0.79
H 2.624 0.194 -0.582 -2.29 0.40 1.06
H -1.665 -0.178 0.216 -0.82 0.40 0.04
H -0.729 0.982 1.306 -0.16 -0.92 -0.42
H -0.426 -0.848 1.218 -0.30 0.61 0.11
H 0.193 2.619 -1.084 0.38 0.41 -1.15
H -1.913 0.834 -3.296 -0.34 -0.12 0.32

[18]
14
Properties=species:S:1:pos:R:3:forces:R:3 method="wB97M-V/def2-TZVPD" smiles="CSSO.C=C" energy_ha=-990.66682 gap_ev=9.86 charge=0
C -2.271 -1.007 -0.082 0.01 -0.15 0.25
C 2.369 1.528 0.038 0.25 -0.37 0.05
C -2.251 -0.390 -1.244 -0.09 0.12 -0.20
O 1.199 -1.792 1.053 -0.13 0.05 0.07
S 2.951 -0.089 -0.587 -0.27 0.12 0.00
S 1.292 -1.216 -0.510 0.27 -0.25 0.14
H -1.367 -1.255 0.450 0.17 -0.01 0.06
H -3.192 -1.298 0.397 -0.21 -0.02 0.03
H 1.654 -2.642 1.141 0.03 0.15 -0.24
H 2.796 2.299 -0.592 0.04 0.16 -0.05
H 2.699 1.649 1.065 -0.05 0.09 0.02
H 1.286 1.545 -0.019 -0.08 0.05 -0.02
H -1.326 -0.106 -1.716 0.21 0.05 -0.07
H -3.158 -0.141 -1.773 -0.14 0.01 -0.05

[19]
15
Properties=species:S:1:pos:R:3:forces:R:3 method="wB97M-V/def2-TZVPD" smiles=C1SCSCS1.O energy_ha=-1388.88001 gap_ev=9.05 charge=0
O -3.930 -0.866 -3.489 0.28 0.03 -1.20
H -3.474 -1.534 -4.049 -0.53 0.72 0.53
H -4.227 -0.173 -4.122 0.30 -0.77 0.65
S -3.091 0.933 -0.418 1.15 -0.30 -0.17
S 0.000 0.000 0.000 -1.51 0.10 0.64
S -0.707 2.837 -1.035 -0.77 0.23 -0.05
C -1.781 -0.391 -0.518 0.76 0.31 -0.55
C -2.336 2.114 -1.594 1.00 -0.41 -0.18
C 0.362 1.410 -1.096 0.16 -1.57 -0.60
H -1.690 -0.702 -1.577 -0.32 0.17 0.46
H -2.080 -1.280 0.070 0.05 0.72 -0.20
H -3.025 2.947 -1.835 0.40 -0.48 0.45
H -2.098 1.590 -2.540 -0.32 0.14 0.39
H 1.412 1.680 -0.873 -0.70 0.15 -0.12
H 0.349 0.876 -2.065 0.06 0.95 -0.04

[20]
13
Properties=species:S:1:pos:R:3:forces:R:3 method="wB97M-V/def2-TZVPD" smiles="C=C[Si](C)=O.[H][H]" energy_ha=-483.77051 gap_ev=9.92 charge=0
C 1.164 1.557 1.237 -1.21 1.50 -0.34
C 0.376 1.366 0.154 1.07 -1.30 0.47
C -0.075 -1.742 1.049 1.44 1.60 2.21
O -1.353 -0.707 -1.253 -0.27 0.19 -0.65
Si -0.414 -0.347 -0.124 0.08 0.74 0.55
H 1.479 2.561 1.423 0.69 0.85 -0.51
H 1.379 1.077 2.170 -0.38 -1.60 -0.11
H 0.405 2.178 -0.604 -0.49 -0.73 0.58
H -0.675 -2.550 0.753 -0.93 -1.05 -0.28
H 0.958 -2.012 0.909 0.64 -0.36 -0.46
H -0.051 -1.604 2.179 -0.63 0.13 -1.42
H -1.481 -0.246 -3.886 -0.22 0.67 -0.07
H -1.713 0.469 -4.007 0.21 -0.64 0.01